C6H9O | ωB97M-V with the def2-TZVPD basis set

Gap between HOMO and LUMO (alpha / beta) ... 0.2734 / 0.2734 hartree
Lowest unoccupied orbital energy (alpha / beta) ... -6.291 / -6.291 eV
Largest force on an atom ... 4.03 eV/A
Total energy ... -308.85559 a.u.
ΔE to the lowest compared entry with this formula, charge and spin ... 57.0 kcal/mol
Total charge ... +1

CARTESIAN COORDINATES (ANGSTROEM)
C  0.901  0.817  0.856
C  0.450  1.987  0.535
C  0.427  -0.515  0.529
C  1.108  -1.648  0.789
C  -0.362  1.591  -1.643
C  -1.098  -0.707  -0.024
O  -0.460  2.196  -0.553
H  1.741  0.874  1.627
H  0.863  2.925  0.903
H  0.736  -2.613  0.491
H  2.114  -1.684  1.000
H  -0.951  1.820  -2.520
H  0.499  0.973  -1.950
H  -1.750  -0.075  0.436
H  -1.467  -1.678  0.233
H  -1.154  -0.713  -1.107

=====

C6H12N2O | ωB97M-V with the def2-TZVPD basis set

Gap between HOMO and LUMO ... 0.3754 hartree
Lowest unoccupied orbital energy ... 0.897 eV
Largest force on an atom ... 3.63 eV/A
Total energy ... -420.41368 a.u.
ΔE to the lowest compared entry with this formula, charge and spin ... 106.8 kcal/mol

CARTESIAN COORDINATES (ANGSTROEM)
C  -1.602  1.136  0.682
C  1.457  0.031  -0.021
C  1.936  0.862  1.125
C  2.188  0.305  -1.299
C  -2.519  -0.842  -0.638
C  -2.265  -0.216  0.709
N  -0.946  1.969  0.169
N  0.676  -0.950  0.156
O  -0.259  2.904  -0.096
H  1.598  1.854  1.042
H  2.993  0.772  1.491
H  1.454  0.474  2.004
H  2.097  1.417  -1.258
H  1.885  -0.168  -2.229
H  3.160  -0.132  -0.856
H  -1.543  -0.854  -1.133
H  -3.307  -0.340  -1.243
H  -2.659  -2.004  -0.604
H  -1.559  -0.863  1.096
H  -3.103  -0.249  1.420
H  0.580  -1.583  -0.590

=====

C2H3NO2 | ωB97M-V with the def2-TZVPD basis set

Gap between HOMO and LUMO (alpha / beta) ... 0.3375 / 0.3375 hartree
Lowest unoccupied orbital energy (alpha / beta) ... 0.305 / 0.305 eV
Largest force on an atom ... 6.91 eV/A
Total energy ... -283.05969 a.u.
ΔE to the lowest compared entry with this formula, charge and spin ... 124.4 kcal/mol

CARTESIAN COORDINATES (ANGSTROEM)
C  -0.336  -0.501  -0.039
C  1.908  -0.332  0.037
N  -0.867  0.598  0.100
O  2.248  0.809  0.039
O  -2.290  0.622  0.037
H  -0.737  -1.535  -0.224
H  2.444  -1.191  0.193
H  -2.370  1.530  -0.143

=====

C4H8NO3 | ωB97M-V with the def2-TZVPD basis set

Gap between HOMO and LUMO ... 0.3099 hartree
Lowest unoccupied orbital energy ... 3.849 eV
Largest force on an atom ... 0.76 eV/A
Total energy ... -437.79710 a.u.
ΔE to the lowest compared entry with this formula, charge and spin ... 5.3 kcal/mol
Total charge ... -1

CARTESIAN COORDINATES (ANGSTROEM)
C  -0.518  -2.369  0.542
C  -1.635  -1.341  0.628
O  -2.727  -1.628  1.109
N  -1.344  -0.142  0.095
H  -1.983  0.629  0.144
H  -0.371  0.030  -0.139
H  0.042  -2.455  1.477
H  0.193  -2.088  -0.234
H  -1.019  -3.315  0.363
C  0.993  2.386  -0.594
C  1.831  1.079  -0.598
O  1.275  0.068  -1.111
O  2.947  1.165  -0.062
H  1.610  3.222  -0.255
H  0.229  2.241  0.179
H  0.477  2.517  -1.543

=====

- Which formula does entry 4 have?
  C4H8NO3

=====

- Which of these has the lowest total energy?
  C4H8NO3